The following is a quantum chemistry calculation of a 2-piece molecular cluster, C6H12O overall, from the OMol25 dataset.

Bonds (Å) are listed after each position.
Element x y z (Å)
1 C 0.3740 1.4896 1.1957  C2 1.335, C4 1.514, H5 1.088
2 C -0.5637 1.0701 2.0490  C1 1.335, C3 1.514, H6 1.087
3 C -1.6883 1.1812 1.0418  C2 1.514, C4 1.561, H7 1.095, H8 1.096
4 C -0.5903 1.6595 0.0411  C1 1.514, C3 1.561, H9 1.096, H10 1.095
5 H 1.4477 1.6424 1.2778  C1 1.088
6 H -0.5457 0.7537 3.0890  C2 1.087
7 H -2.1712 0.2384 0.7633  C3 1.095
8 H -2.4569 1.9280 1.2720  C3 1.096
9 H -0.7146 2.6804 -0.3371  C4 1.096
10 H -0.4338 0.9720 -0.7963  C4 1.095
11 C 1.2338 -1.5365 0.0180  O12 1.404, H14 1.092, H15 1.102, H16 1.102
12 O 0.0480 -1.4795 -0.7324  C11 1.404, C13 1.403
13 C 0.3100 -1.4883 -2.1108  O12 1.403, H17 1.093, H18 1.103, H19 1.102
14 H 0.9553 -1.5265 1.0736  C11 1.092
15 H 1.8785 -0.6652 -0.1840  C11 1.102
16 H 1.8069 -2.4511 -0.2050  C11 1.102
17 H -0.6492 -1.4129 -2.6286  C13 1.093
18 H 0.9454 -0.6372 -2.4068  C13 1.103
19 H 0.8138 -2.4181 -2.4203  C13 1.102

For the HOMO energy, the calculation gives -9.245 eV. The value obtained for the lowest unoccupied orbital energy is 0.0400 hartree. The SMILES is C1=CCC1.COC. The calculation puts the strongest force on any atom at 0.0059 hartree/bohr. The value obtained for the energy above the lowest of the compared OMol25 structures with the same formula, charge and spin is 2.758 eV.

Here are the Mulliken charges for atoms 1 to 5, given in e: C -0.473; C -0.406; C -0.446; C -0.220; H 0.432

***

The following is a quantum chemistry calculation of a 4-piece molecular cluster, C34H71ClFN4O15P2S overall, from the OMol25 dataset.

Bonds (Å) are listed after each position.
Element x y z (Å)
1 C 0.3238 -4.7597 5.4648  O2 1.423, H41 1.096, H42 1.092, H43 1.097
2 O -0.3490 -4.3161 4.2924  C1 1.423, C3 1.411
3 C 0.5127 -3.6724 3.3795  O2 1.411, C4 1.534, H44 1.097, H45 1.096
4 C -0.3995 -3.0717 2.3016  C3 1.534, C5 1.586, C28 1.553, H46 1.095
5 C 0.3017 -2.8997 0.8899  C4 1.586, C6 1.529, C13 1.561, H47 1.097
6 C 1.8243 -3.0432 0.8925  C5 1.529, O7 1.415, H48 1.097, H49 1.094
7 O 2.4512 -2.1073 1.7491  C6 1.415, C8 1.407
8 C 3.7702 -1.8292 1.3459  O7 1.407, O9 1.390, H50 1.107, H51 1.104
9 O 4.2476 -0.9009 2.2639  C8 1.390, C10 1.424
10 C 5.6395 -0.6668 2.0786  O9 1.424, C11 1.532, H52 1.101, H53 1.092
11 C 5.9484 0.1135 0.7973  C10 1.532, O12 1.427, H54 1.093, H55 1.098
12 O 6.6802 -0.7072 -0.1130  C11 1.427, H56 0.963
13 C -0.2584 -1.7317 0.0190  C5 1.561, C14 1.547, C18 1.552, H57 1.092
14 C 0.6506 -1.3443 -1.1717  C13 1.547, C15 1.553, H58 1.092, H59 1.100
15 C 0.8337 -2.4644 -2.2312  C14 1.553, C16 1.517, F17 1.399, H60 1.094
16 C 0.7067 -1.9263 -3.6437  C15 1.517, H61 1.092, H62 1.093, H63 1.099
17 F -0.1327 -3.4610 -2.0607  C15 1.399
18 C -0.8123 -0.4945 0.7752  C13 1.552, P19 1.835, N23 1.498, H64 1.100
19 P -0.5011 1.2318 0.2355  C18 1.835, O20 1.474, O21 1.596, O22 1.574
20 O -1.1620 2.0811 1.2430  P19 1.474
21 O -1.1805 1.3280 -1.2058  P19 1.596, H65 0.970
22 O 1.0061 1.5994 -0.0280  P19 1.574, H66 0.967
23 N -0.7172 -0.5396 2.2694  C18 1.498, C24 1.515, C28 1.536, H67 1.030
24 C 0.6605 -0.1765 2.7853  N23 1.515, C25 1.536, H68 1.089, H69 1.087
25 C 0.8343 1.2332 3.3695  C24 1.536, C26 1.525, H70 1.092, H71 1.097
26 C -0.2565 1.7931 4.2771  C25 1.525, Cl27 1.798, H72 1.091, H73 1.089
27 Cl -0.0684 3.5777 4.3891  C26 1.798
28 C -1.2843 -1.8803 2.7583  C4 1.553, N23 1.536, C29 1.585, P37 1.889
29 C -2.7735 -1.9970 2.2287  C28 1.585, C30 1.551, H74 1.099, H75 1.089
30 C -3.0898 -2.8027 0.9420  C29 1.551, C31 1.545, H76 1.098, H77 1.091
31 C -3.7883 -1.9949 -0.1742  C30 1.545, C32 1.533, H78 1.098, H79 1.093
32 C -5.0576 -1.2681 0.2844  C31 1.533, N33 1.488, H80 1.092, H81 1.096
33 N -5.3848 -0.0949 -0.5703  C32 1.488, C34 1.416, H82 1.015
34 C -5.4916 1.0789 0.2137  N33 1.416, N35 1.264, N36 1.413
35 N -6.5364 1.7168 0.5295  C34 1.264, H83 1.020
36 N -4.2247 1.4599 0.7094  C34 1.413, H84 1.014, H85 1.016
37 P -1.5373 -1.6817 4.6197  C28 1.889, O38 1.596, O39 1.620, S40 1.910
38 O -2.5421 -2.8631 4.9963  P37 1.596, H86 0.971
39 O -2.4796 -0.3643 4.6097  P37 1.620, H87 0.966
40 S -0.0708 -1.4410 5.8199  P37 1.910
41 H 0.9468 -3.9629 5.8872  C1 1.096
42 H -0.4400 -5.0294 6.1973  C1 1.092
43 H 0.9363 -5.6418 5.2410  C1 1.097
44 H 1.1661 -4.4272 2.9238  C3 1.097
45 H 1.1680 -2.9516 3.8812  C3 1.096
46 H -1.1254 -3.8829 2.1814  C4 1.095
47 H -0.0028 -3.7970 0.3380  C5 1.097
48 H 2.0730 -4.0674 1.1979  C6 1.097
49 H 2.2396 -2.9493 -0.1157  C6 1.094
50 H 3.7651 -1.3903 0.3297  C8 1.107
51 H 4.3740 -2.7536 1.3520  C8 1.104
52 H 6.1881 -1.6189 2.0042  C10 1.101
53 H 6.0089 -0.1581 2.9710  C10 1.092
54 H 5.0266 0.4580 0.3220  C11 1.093
55 H 6.5669 0.9830 1.0554  C11 1.098
56 H 6.2641 -0.6035 -0.9753  O12 0.963
57 H -1.1428 -2.1563 -0.4617  C13 1.092
58 H 0.2159 -0.4981 -1.7087  C14 1.092
59 H 1.6576 -1.0782 -0.8191  C14 1.100
60 H 1.8175 -2.9327 -2.1299  C15 1.094
61 H 0.8094 -2.7341 -4.3715  C16 1.092
62 H 1.4338 -1.1294 -3.8200  C16 1.093
63 H -0.2988 -1.5010 -3.7661  C16 1.099
64 H -1.8929 -0.4469 0.5772  C18 1.100
65 H -2.0443 0.8871 -1.2033  O21 0.970
66 H 1.6359 0.8774 -0.1557  O22 0.967
67 H -1.3688 0.1918 2.5890  N23 1.030
68 H 1.3430 -0.2719 1.9416  C24 1.089
69 H 1.0101 -0.9386 3.4771  C24 1.087
70 H 1.0165 1.9650 2.5803  C25 1.092
71 H 1.7614 1.1852 3.9542  C25 1.097
72 H -1.2713 1.6575 3.8991  C26 1.091
73 H -0.1764 1.4347 5.3020  C26 1.089
74 H -3.1159 -0.9656 2.0671  C29 1.099
75 H -3.4060 -2.3871 3.0241  C29 1.089
76 H -3.7898 -3.6042 1.2105  C30 1.098
77 H -2.2364 -3.3334 0.5167  C30 1.091
78 H -3.0994 -1.3217 -0.7021  C31 1.098
79 H -4.1135 -2.7276 -0.9174  C31 1.093
80 H -5.0191 -0.9586 1.3308  C32 1.092
81 H -5.8872 -1.9781 0.1925  C32 1.096
82 H -6.2537 -0.2469 -1.0719  N33 1.015
83 H -7.3696 1.2480 0.1732  N35 1.020
84 H -3.6819 1.8835 -0.0345  N36 1.014
85 H -4.3313 2.1374 1.4586  N36 1.016
86 H -2.6048 -2.8953 5.9648  O38 0.971
87 H -3.3953 -0.5787 4.3909  O39 0.966
88 O -4.7998 -3.3882 -3.1117  C89 1.204
89 C -4.5436 -2.4012 -3.7516  O88 1.204, O90 1.345, C93 1.513
90 O -5.4926 -1.4595 -3.9014  C89 1.345, C91 1.435
91 C -5.2380 -0.1793 -4.4972  O90 1.435, C92 1.513, H94 1.092, H95 1.089
92 C -5.3365 -0.2196 -6.0067  C91 1.513, H96 1.090, H97 1.090, H98 1.090
93 C -3.2038 -2.2354 -4.4345  C89 1.513, H99 1.090, H100 1.089, H101 1.088
94 H -4.2798 0.2157 -4.1543  C91 1.092
95 H -6.0117 0.4689 -4.0883  C91 1.089
96 H -4.5825 -0.8742 -6.4442  C92 1.090
97 H -5.2019 0.7804 -6.4193  C92 1.090
98 H -6.3151 -0.5922 -6.3083  C92 1.090
99 H -3.2364 -2.7609 -5.3884  C93 1.090
100 H -2.4488 -2.7058 -3.8070  C93 1.089
101 H -2.9120 -1.2026 -4.6114  C93 1.088
102 O 4.7252 0.6658 -1.9524  C103 1.214
103 C 5.1498 1.3613 -2.8517  O102 1.214, O104 1.333, C107 1.510
104 O 4.2858 1.8207 -3.7574  C103 1.333, C105 1.440
105 C 4.6585 2.7630 -4.7812  O104 1.440, C106 1.513, H108 1.090, H109 1.089
106 C 5.2572 2.0800 -5.9908  C105 1.513, H110 1.090, H111 1.090, H112 1.090
107 C 6.6264 1.6480 -2.9838  C103 1.510, H113 1.090, H114 1.088, H115 1.086
108 H 5.3135 3.5293 -4.3675  C105 1.090
109 H 3.7234 3.2526 -5.0484  C105 1.089
110 H 6.1876 1.5655 -5.7494  C106 1.090
111 H 5.4658 2.8154 -6.7674  C106 1.090
112 H 4.5611 1.3417 -6.3891  C106 1.090
113 H 7.0926 0.8114 -3.5047  C107 1.090
114 H 7.0515 1.7110 -1.9844  C107 1.088
115 H 6.8612 2.5658 -3.5149  C107 1.086
116 O 0.4336 7.2126 -2.1825  C117 1.202
117 C 0.3605 6.8692 -1.0330  O116 1.202, O118 1.351, C121 1.514
118 O 0.8506 7.6875 -0.0769  C117 1.351, C119 1.434
119 C 0.6544 7.4334 1.3202  O118 1.434, C120 1.514, H122 1.091, H123 1.089
120 C 1.6846 6.4789 1.8868  C119 1.514, H124 1.091, H125 1.091, H126 1.090
121 C -0.1994 5.5174 -0.6426  C117 1.514, H127 1.090, H128 1.088, H129 1.086
122 H -0.3637 7.0862 1.4996  C119 1.091
123 H 0.7429 8.4082 1.7972  C119 1.089
124 H 1.6283 5.4977 1.4140  C120 1.091
125 H 1.5202 6.3498 2.9572  C120 1.091
126 H 2.6917 6.8661 1.7316  C120 1.090
127 H 0.5908 4.7735 -0.7438  C121 1.090
128 H -1.0004 5.2729 -1.3365  C121 1.088
129 H -0.6017 5.4656 0.3652  C121 1.086

For the HOMO energy, the calculation gives -11.577 eV. The value obtained for the lowest unoccupied orbital energy is -0.0716 hartree. The calculation puts the strongest force on any atom at 0.0252 hartree/bohr. As for the charge: +1.

Here are the Mulliken charges for atoms 1 to 5, given in e: C -0.854; O -0.355; C -1.646; C -0.292; C -0.495

***

The following is a quantum chemistry calculation of an isolated molecule of C4H8N4, from the OMol25 dataset.

Bonds (Å) are listed after each position.
Element x y z (Å)
1 H 0.7353 2.7009 -0.2768  N2 1.189
2 N -0.1501 1.9879 0.0704  H1 1.189, C3 1.319
3 C 0.5400 0.8712 -0.0581  N2 1.319, C4 1.499, N7 1.308
4 C 2.0106 0.5922 0.0228  C3 1.499, C5 1.304, H10 1.163
5 C 2.1405 -0.7013 0.1277  C4 1.304, N6 1.425, H11 1.120
6 N 0.9122 -1.4187 0.0391  C5 1.425, N7 1.460, H12 1.141
7 N -0.0302 -0.3054 -0.0325  C3 1.308, N6 1.460, N8 1.400
8 N -1.2137 -0.5749 0.6641  N7 1.400, C9 1.467, H13 0.969
9 C -2.2720 -0.2157 -0.2865  N8 1.467, H14 1.155, H15 1.200, H16 1.224
10 H 2.6492 1.3783 0.5946  C4 1.163
11 H 2.9410 -1.3914 -0.2424  C5 1.120
12 H 0.7037 -2.1297 -0.8292  N6 1.141
13 H -1.3077 0.1183 1.3352  N8 0.969
14 H -2.1029 0.7468 -0.9014  C9 1.155
15 H -3.2297 -0.2785 0.4332  C9 1.200
16 H -2.3261 -1.3799 -0.6602  C9 1.224

For the HOMO energy, the calculation gives -8.366 eV. The value obtained for the lowest unoccupied orbital energy is 0.0263 hartree. The SMILES is [H]/N=c1\cc[nH]n1NC. The calculation puts the strongest force on any atom at 0.1196 hartree/bohr. The value obtained for the energy above the lowest of the compared OMol25 structures with the same formula, charge and spin is 5.797 eV.

Here are the Mulliken charges for atoms 1 to 5, given in e: H 0.234; N -0.783; C 0.503; C -0.389; C -0.216

***

The following is a quantum chemistry calculation of an isolated molecule of C5H7NO2, from the OMol25 dataset.

Bonds (Å) are listed after each position.
Element x y z (Å)
1 C 1.1518 1.1081 0.5462  N2 1.467, H9 1.120, H10 1.122, H11 1.181
2 N 1.4389 -0.0563 -0.2983  C1 1.467, C3 1.330, H12 1.181
3 C 0.7578 -1.1985 -0.2590  N2 1.330, C4 1.440, H13 1.134
4 C -0.6323 -1.5561 -0.1378  C3 1.440, C5 1.453, H14 1.085
5 C -1.6723 -0.5944 0.1874  C4 1.453, O6 1.331, C7 1.526
6 O -2.8880 -1.1217 0.3141  C5 1.331
7 C -1.5341 0.8220 -0.3622  C5 1.526, O8 1.259, H15 1.199
8 O -2.3350 1.7892 -0.2778  C7 1.259
9 H 2.1154 1.6230 0.7950  C1 1.120
10 H 0.4177 0.9369 1.3773  C1 1.122
11 H 0.6576 1.9559 -0.1103  C1 1.181
12 H 2.5666 -0.3222 -0.0681  N2 1.181
13 H 1.5533 -1.8864 -0.6826  C3 1.134
14 H -1.0026 -2.5591 0.0447  C4 1.085
15 H -0.5946 1.0595 -1.0686  C7 1.199

For the HOMO energy, the calculation gives -8.987 eV. The value obtained for the lowest unoccupied orbital energy is -0.0338 hartree. The SMILES is CN/C=C\C(=O)C=O. The calculation puts the strongest force on any atom at 0.1262 hartree/bohr. The value obtained for the energy above the lowest of the compared OMol25 structures with the same formula, charge and spin is 4.340 eV.

Here are the Mulliken charges for atoms 1 to 5, given in e: C -0.851; N -0.292; C 0.107; C -0.619; C 0.519

***

The following is a quantum chemistry calculation of a 2-piece molecular cluster, C4H2N2 overall, from the OMol25 dataset.

Bonds (Å) are listed after each position.
Element x y z (Å)
1 C 0.9575 -0.1505 -2.3855  C3 1.174, H7 1.017
2 C 0.0645 0.0677 2.7307  N5 1.128, H8 1.073
3 C 0.0727 0.0225 -1.6339  C1 1.174, N6 1.308
4 C -2.0155 0.1086 -0.3008  N6 1.173
5 N 0.0265 1.0148 2.1189  C2 1.128
6 N -1.0115 0.1148 -0.9072  C3 1.308, C4 1.173
7 H 1.8124 -0.3273 -2.9069  C1 1.017
8 H 0.0933 -0.8506 3.2845  C2 1.073

For the HOMO energy, the calculation gives -10.763 eV. The value obtained for the lowest unoccupied orbital energy is 0.0342 hartree. The calculation puts the strongest force on any atom at 0.0480 hartree/bohr. The value obtained for the energy above the lowest of the compared OMol25 structures with the same formula, charge and spin is 3.009 eV.

Here are the Mulliken charges for atoms 1 to 5, given in e: C -0.628; C 0.073; C 0.212; C -0.064; N -0.328

***

The following is a quantum chemistry calculation of an isolated molecule of C6H9N, from the OMol25 dataset.

Bonds (Å) are listed after each position.
Element x y z (Å)
1 C 1.3571 1.3440 0.1527  C2 1.515, H8 1.094, H9 1.094, H10 1.096
2 C 0.5377 0.0846 -0.0381  C1 1.515, C3 1.457, C5 1.574, C7 1.573
3 C 1.2435 -1.1482 -0.3604  C2 1.457, N4 1.157
4 N 1.3190 -2.2807 -0.5871  C3 1.157
5 C -0.4721 -0.3436 1.0904  C2 1.574, C6 1.547, H11 1.098, H12 1.093
6 C -1.5024 -0.7029 -0.0067  C5 1.547, C7 1.546, H13 1.098, H14 1.089
7 C -0.6808 0.1120 -1.0323  C2 1.573, C6 1.546, H15 1.093, H16 1.096
8 H 1.9167 1.5749 -0.7587  C1 1.094
9 H 2.0612 1.2137 0.9802  C1 1.094
10 H 0.6922 2.1839 0.3823  C1 1.096
11 H -0.7111 0.5076 1.7409  C5 1.098
12 H -0.2091 -1.1918 1.7275  C5 1.093
13 H -1.4662 -1.7733 -0.2499  C6 1.098
14 H -2.5076 -0.3270 0.1783  C6 1.089
15 H -0.5832 -0.3979 -1.9945  C7 1.093
16 H -0.9947 1.1448 -1.2247  C7 1.096

For the HOMO energy, the calculation gives -10.926 eV. The value obtained for the lowest unoccupied orbital energy is 0.0306 hartree. The SMILES is CC1(C#N)CCC1. The calculation puts the strongest force on any atom at 0.0269 hartree/bohr. The value obtained for the energy above the lowest of the compared OMol25 structures with the same formula, charge and spin is 1.311 eV.

Here are the Mulliken charges for atoms 1 to 5, given in e: C -1.638; C 1.336; C 0.155; N -0.573; C -0.889

***

Calculated Kohn-Sham gap (hartree), listed in the same order as above: 0.380; 0.354; 0.334; 0.297; 0.430; 0.432
Calculated electronic energy (Eh), listed in the same order as above: -310.9579; -4326.6038; -376.0354; -399.8061; -262.9745; -288.7339